Entry 1:
The following is a DFT calculation (wB97M-V/def2-TZVPD) of an isolated molecule of C19H33N3O3S2 at a distorted geometry.

Each line ends with the Löwdin charge.
Positions of all 60 atoms, in Å:
1 C 0.845 1.623 -2.800  -0.0633
2 C 1.680 0.394 -3.145  -0.4076
3 C 3.116 0.794 -3.479  -0.0736
4 C 1.698 -0.611 -1.982  -0.1831
5 N 0.407 -1.139 -1.590  -0.2196
6 C -0.369 -1.906 -2.547  -0.1741
7 C -0.604 -3.349 -2.082  -0.4149
8 C -1.592 -4.034 -3.023  -0.0708
9 C 0.710 -4.123 -2.028  -0.0677
10 S -0.497 -0.291 -0.501  0.6486
11 O 0.359 0.658 0.162  -0.2817
12 O -1.705 0.208 -1.085  -0.2603
13 N -0.958 -1.540 0.521  -0.2288
14 C -2.112 -1.206 1.336  -0.1851
15 C -1.761 -0.114 2.340  -0.1231
16 C -0.549 -0.503 3.205  -0.2020
17 C -0.060 0.766 3.910  -0.4744
18 O -0.156 0.934 5.109  0.0636
19 N 0.474 1.674 3.070  0.0752
20 C 0.836 3.012 3.493  -0.1771
21 C -0.048 4.017 2.833  -0.5206
22 C -1.219 4.538 3.289  -0.1301
23 C -1.838 5.405 2.361  -0.1903
24 C -1.133 5.521 1.209  -0.4203
25 S 0.302 4.576 1.229  1.0253
26 C 0.603 -1.153 2.419  -0.1247
27 C 0.115 -2.097 1.318  -0.1840
28 H 1.260 2.131 -1.932  0.0813
29 H -0.178 1.342 -2.563  0.0565
30 H 0.830 2.316 -3.638  0.0837
31 H 1.242 -0.091 -4.024  0.1275
32 H 3.129 1.486 -4.318  0.0781
33 H 3.580 1.282 -2.625  0.0826
34 H 3.711 -0.077 -3.745  0.0755
35 H 2.097 -0.119 -1.094  0.1213
36 H 2.344 -1.457 -2.237  0.1272
37 H -1.332 -1.404 -2.677  0.1189
38 H 0.152 -1.914 -3.507  0.1309
39 H -1.035 -3.306 -1.079  0.1177
40 H -1.196 -4.063 -4.037  0.0806
41 H -2.538 -3.500 -3.039  0.0779
42 H -1.777 -5.055 -2.699  0.0776
43 H 1.415 -3.630 -1.364  0.0599
44 H 1.154 -4.189 -3.020  0.0823
45 H 0.542 -5.133 -1.662  0.0786
46 H -2.441 -2.120 1.838  0.1332
47 H -2.894 -0.864 0.658  0.1164
48 H -1.549 0.793 1.770  0.1036
49 H -2.613 0.088 2.992  0.1309
50 H -0.888 -1.200 3.978  0.1502
51 H 0.468 1.502 2.071  0.0941
52 H 0.708 3.044 4.579  0.1259
53 H 1.885 3.202 3.242  0.1185
54 H -1.622 4.311 4.260  0.1145
55 H -2.765 5.917 2.548  0.0994
56 H -1.364 6.106 0.341  0.0575
57 H 1.217 -0.385 1.952  0.0917
58 H 1.236 -1.709 3.113  0.1274
59 H -0.257 -3.033 1.746  0.1322
60 H 0.934 -2.325 0.633  0.1107

***

Entry 2:
The following is a DFT calculation (wB97M-V/def2-TZVPD) of a cluster of 4 separate species, C19H34INO7P in total at a distorted geometry.

Each line ends with the Löwdin charge.
Positions of all 63 atoms, in Å:
1 O 2.538 0.373 -1.066  -0.0459
2 C 1.550 0.338 -1.713  -0.9058
3 I 0.866 2.240 -2.572  0.6979
4 C 0.750 -0.934 -1.941  -0.3655
5 P -0.654 -1.123 -0.610  0.3924
6 C -2.021 -0.405 -1.744  -0.3295
7 C -2.888 0.647 -1.299  -0.1129
8 C -3.903 1.129 -2.138  -0.2095
9 N -4.222 0.785 -3.403  0.0305
10 C -3.386 -0.202 -3.781  -0.2111
11 C -2.351 -0.831 -3.074  -0.0993
12 H 1.414 -1.821 -1.829  0.0805
13 H 0.407 -0.931 -2.996  0.0545
14 H -0.391 0.226 -0.086  -0.0342
15 H -1.640 -1.332 0.451  -0.0482
16 H -0.961 -2.451 -1.084  -0.0336
17 H 0.360 -1.644 0.313  -0.0491
18 H -2.756 1.075 -0.293  0.0919
19 H -4.556 1.920 -1.707  0.0911
20 H -3.557 -0.564 -4.819  0.0909
21 H -1.784 -1.651 -3.543  0.0940
22 O -1.362 -4.403 -0.340  0.0787
23 C -1.840 -4.865 0.657  -0.5163
24 O -2.903 -4.264 1.229  -0.0005
25 C -3.644 -4.820 2.314  -0.2446
26 C -2.988 -4.504 3.644  -0.0661
27 C -1.214 -6.058 1.339  0.0108
28 H -3.806 -5.891 2.169  0.1084
29 H -4.628 -4.350 2.276  0.1190
30 H -1.990 -4.938 3.715  0.0636
31 H -3.592 -4.887 4.470  0.0751
32 H -2.872 -3.426 3.762  0.0866
33 H -0.373 -5.718 1.945  0.0933
34 H -0.852 -6.740 0.571  0.0860
35 H -1.902 -6.628 1.960  0.0628
36 O 0.843 -3.626 4.314  0.0844
37 C 1.706 -2.807 4.119  -0.5349
38 O 1.935 -2.362 2.879  0.0038
39 C 2.817 -1.273 2.565  -0.2214
40 C 4.250 -1.750 2.459  -0.0666
41 C 2.596 -2.341 5.246  0.0029
42 H 2.696 -0.454 3.277  0.1154
43 H 2.491 -0.890 1.596  0.1077
44 H 4.611 -2.161 3.404  0.0608
45 H 4.907 -0.928 2.168  0.0805
46 H 4.330 -2.545 1.716  0.0845
47 H 3.384 -3.077 5.405  0.0914
48 H 1.992 -2.261 6.149  0.0867
49 H 3.041 -1.362 5.084  0.0658
50 O -0.656 8.637 -4.401  0.0969
51 C 0.308 8.103 -3.917  -0.5342
52 O 0.148 7.062 -3.085  0.0048
53 C 1.230 6.257 -2.596  -0.2432
54 C 1.875 6.888 -1.379  -0.0641
55 C 1.696 8.646 -4.160  0.0033
56 H 1.948 6.044 -3.390  0.1147
57 H 0.792 5.300 -2.312  0.0480
58 H 2.312 7.861 -1.614  0.0627
59 H 2.660 6.243 -0.984  0.0827
60 H 1.129 7.055 -0.600  0.0840
61 H 1.872 9.485 -3.488  0.0926
62 H 1.752 8.992 -5.191  0.0879
63 H 2.488 7.911 -4.037  0.0666

## Properties
Total charge ... -1

***

Entry 3:
The following is a DFT calculation (wB97M-V/def2-TZVPD) of a structure of composition C19H35AuN4O2P2S.

Each line ends with the Löwdin charge.
Positions of all 64 atoms, in Å:
1 Au -0.194 -0.038 -0.995  0.8598
2 C 3.168 0.126 -0.296  -0.1911
3 P 2.014 -0.123 -1.647  0.8151
4 C 2.412 -1.697 -2.414  -0.1993
5 C 2.206 1.154 -2.909  -0.3683
6 C 3.269 1.136 -3.805  -0.0514
7 C 3.341 2.098 -4.803  -0.0231
8 C 2.360 3.072 -4.911  -0.0231
9 C 1.305 3.109 -4.009  -0.0495
10 C 1.230 2.152 -3.004  -0.3752
11 P -0.009 2.188 -1.698  0.7960
12 C -1.512 2.969 -2.313  -0.2098
13 C 0.624 3.290 -0.420  -0.2360
14 H 4.174 0.190 -0.716  0.0766
15 H 3.104 -0.732 0.374  0.0505
16 H 2.943 1.034 0.260  0.0442
17 H 3.480 -1.720 -2.638  0.0705
18 H 1.842 -1.816 -3.334  0.0741
19 H 2.172 -2.497 -1.713  0.0417
20 H 4.032 0.370 -3.750  0.1175
21 H 4.160 2.077 -5.508  0.1274
22 H 2.414 3.808 -5.701  0.1274
23 H 0.554 3.882 -4.101  0.1148
24 H -1.277 3.996 -2.601  0.0684
25 H -2.248 3.026 -1.512  0.0535
26 H -1.923 2.432 -3.165  0.0724
27 H 0.904 4.235 -0.891  0.0765
28 H 1.492 2.854 0.071  0.0332
29 H -0.139 3.459 0.340  0.0428
30 C -3.910 -2.244 -1.165  0.0253
31 C -2.553 -1.698 -0.901  -0.2446
32 N -2.276 -0.432 -0.997  -0.1381
33 O -3.297 0.365 -1.485  -0.0176
34 C -1.477 -2.577 -0.472  -0.2589
35 C -1.709 -3.981 -0.031  0.0003
36 N -0.273 -2.044 -0.441  -0.2481
37 O 0.742 -2.651 -0.026  -0.1284
38 H -4.463 -1.628 -1.866  0.0929
39 H -4.470 -2.278 -0.227  0.1196
40 H -3.832 -3.262 -1.539  0.0996
41 H -3.241 1.186 -0.977  0.0970
42 H -2.610 -4.057 0.578  0.0954
43 H -0.856 -4.322 0.548  0.0835
44 H -1.825 -4.651 -0.886  0.1053
45 C -1.298 0.184 5.401  -0.0273
46 N -1.436 0.166 3.944  -0.2077
47 C -2.605 0.887 3.463  -0.0800
48 C -0.385 -0.088 3.142  -0.7157
49 S -0.139 0.823 1.706  0.6390
50 N 0.465 -1.052 3.505  -0.1874
51 C 1.771 -1.204 2.881  -0.0769
52 C 0.071 -2.164 4.369  -0.0267
53 H -1.491 1.199 5.750  0.1046
54 H -0.290 -0.089 5.695  0.0872
55 H -2.011 -0.491 5.874  0.1038
56 H -3.469 0.545 4.032  0.0997
57 H -2.764 0.681 2.410  0.0497
58 H -2.494 1.964 3.605  0.0968
59 H 2.162 -0.230 2.601  0.0534
60 H 1.701 -1.841 1.995  0.0670
61 H 2.442 -1.665 3.604  0.1038
62 H -1.012 -2.208 4.448  0.0955
63 H 0.507 -2.084 5.365  0.1010
64 H 0.427 -3.085 3.909  0.1016

## Properties
Total charge ... +2

***

Number 1: highest occupied orbital energy -8.67 eV, Kohn-Sham gap 9.3 eV, electronic energy -52522.509 eV. Number 2: highest occupied orbital energy -4.06 eV, Kohn-Sham gap 6.5 eV, electronic energy -53464.205 eV. Number 3: highest occupied orbital energy -13.68 eV, Kohn-Sham gap 6.8 eV, electronic energy -63415.839 eV.